A:
The following is a DFT calculation (wB97M-V/def2-TZVPD) of C20H33N3O4S in the gas phase.

Structure (XYZ):
```
61
Properties=species:S:1:pos:R:3:lowdin_charge:R:1
C -3.5963 -0.0641 3.7797 -0.085
C -3.4259 -0.3762 2.3023 -0.280
N -4.0270 0.6396 1.4290 -0.138
S -3.2177 1.9915 1.0231 0.606
O -4.1758 3.0626 1.0212 -0.296
O -2.0074 2.0925 1.7850 -0.283
C -2.7665 1.8157 -0.6956 -0.144
C -1.9743 0.5690 -1.0489 -0.465
O -1.7493 -0.3098 -0.2313 0.055
N -1.5670 0.4586 -2.3388 -0.095
C -1.6303 1.5065 -3.3393 -0.030
C -0.8800 -0.7781 -2.6908 -0.099
C 0.6118 -0.8083 -2.2845 -0.310
C 1.5142 -0.7448 -3.5066 -0.045
N 0.8116 -1.9728 -1.4223 0.114
C 1.9947 -2.6004 -1.1627 -0.484
O 2.9776 -2.5471 -1.8796 0.058
C 2.0274 -3.3482 0.1561 -0.072
C 2.9514 -2.5831 1.1267 -0.325
C 2.9539 -3.2379 2.5030 -0.060
C 2.5543 -1.1214 1.1512 -0.214
C 1.3579 -0.7015 1.7213 -0.028
C 0.9398 0.6182 1.6242 -0.024
C 1.7145 1.5616 0.9603 -0.238
C 1.2450 2.9860 0.7962 -0.196
C 0.8528 3.2900 -0.6503 -0.086
C 2.9253 1.1478 0.4094 -0.035
C 3.3371 -0.1726 0.4985 -0.024
H -3.1621 -0.8598 4.3869 0.075
H -3.0986 0.8718 4.0326 0.072
H -4.6518 0.0213 4.0466 0.073
H -2.3774 -0.4482 2.0284 0.085
H -3.8884 -1.3308 2.0472 0.116
H -4.9939 0.8709 1.6154 0.113
H -3.6974 1.8650 -1.2603 0.119
H -2.1931 2.7220 -0.8974 0.099
H -2.2686 2.3212 -3.0124 0.079
H -0.6376 1.9149 -3.5459 0.093
H -2.0402 1.1085 -4.2682 0.096
H -1.4028 -1.6030 -2.2090 0.125
H -0.9778 -0.9120 -3.7694 0.125
H 0.8030 0.0852 -1.6754 0.138
H 1.2271 0.1265 -4.1011 0.076
H 2.5603 -0.6566 -3.2332 0.072
H 1.4021 -1.6375 -4.1241 0.091
H 0.1487 -1.9745 -0.6596 0.116
H 1.0320 -3.4457 0.5965 0.118
H 2.4253 -4.3491 -0.0208 0.128
H 3.9592 -2.6372 0.7089 0.138
H 3.6319 -2.7192 3.1814 0.085
H 1.9597 -3.2284 2.9544 0.073
H 3.2746 -4.2788 2.4287 0.080
H 0.7240 -1.4179 2.2344 0.113
H -0.0076 0.9240 2.0504 0.090
H 0.3854 3.1575 1.4453 0.096
H 2.0313 3.6768 1.1117 0.114
H 0.4707 4.3066 -0.7558 0.076
H 1.7065 3.1755 -1.3212 0.073
H 0.0829 2.5918 -0.9868 0.045
H 3.5541 1.8698 -0.1007 0.114
H 4.2665 -0.4840 0.0363 0.118
```

The HOMO energy is -8.6 eV. As for the SMILES: CCNS(=O)(=O)CC(=O)N(C)C[C@H](C)NC(=O)C[C@H](C)c1ccc(CC)cc1. The gap between HOMO and LUMO is 0.3332 Eh. The molecular weight comes out at 411.57 g/mol. The LUMO energy comes out at 0.4 eV.

B:
The following is a DFT calculation (wB97M-V/def2-TZVPD) of C20H33N3O4S in the gas phase.

Structure (XYZ):
```
61
Properties=species:S:1:pos:R:3:lowdin_charge:R:1
C -3.1533 -3.0791 -0.0809 -0.086
C -2.2670 -3.5114 1.0821 -0.218
C -1.5172 -2.3685 1.7800 -0.323
C -2.4614 -1.4033 2.4947 -0.043
C -0.6236 -1.5969 0.7939 -0.280
N 0.2352 -2.5019 0.0600 -0.056
S 0.8741 -1.8672 -1.3376 0.661
O -0.1990 -1.1789 -2.0034 -0.298
O 1.5379 -2.9377 -2.0168 -0.273
C 2.0935 -0.6595 -0.8335 -0.279
C 3.2036 -1.0735 -0.1236 -0.049
C 4.1295 -0.1343 0.2887 -0.019
C 3.9579 1.2144 -0.0126 -0.269
C 4.9621 2.2199 0.4593 -0.044
C 2.8411 1.6041 -0.7432 -0.048
C 1.9050 0.6685 -1.1514 -0.058
C 0.2309 -0.5728 1.5464 -0.489
O 1.1285 -0.9166 2.2973 0.070
N -0.0965 0.7009 1.3018 0.096
C 0.5359 1.8344 1.9350 -0.159
C -0.4655 2.9831 2.0294 -0.152
C -0.8794 3.4987 0.6475 -0.188
N -1.5803 2.4952 -0.1470 -0.204
C -2.9798 2.3496 0.2296 -0.151
C -3.6086 1.2212 -0.5918 -0.190
O -3.5127 1.4755 -1.9691 -0.119
C -2.1606 1.6145 -2.3477 -0.176
C -1.4985 2.7595 -1.5778 -0.154
H -3.8971 -2.3511 0.2343 0.066
H -2.5559 -2.6550 -0.8836 0.066
H -3.6789 -3.9446 -0.4777 0.074
H -1.5307 -4.2233 0.7070 0.104
H -2.8774 -4.0213 1.8317 0.110
H -0.8542 -2.8141 2.5309 0.145
H -3.0756 -0.8557 1.7843 0.063
H -3.1169 -1.9535 3.1657 0.085
H -1.8943 -0.6857 3.0830 0.079
H -1.2333 -1.0971 0.0396 0.113
H 0.9399 -2.9304 0.6433 0.124
H 3.3358 -2.1216 0.0930 0.121
H 4.9958 -0.4450 0.8531 0.120
H 5.9677 1.9161 0.1749 0.084
H 4.9332 2.2925 1.5461 0.086
H 4.7616 3.2027 0.0408 0.075
H 2.7062 2.6461 -0.9980 0.112
H 1.0296 0.9442 -1.7175 0.099
H -0.7590 0.9683 0.5731 0.106
H 1.4142 2.1488 1.3568 0.107
H 0.8784 1.5221 2.9254 0.127
H -1.3417 2.6521 2.5879 0.105
H -0.0105 3.8083 2.5790 0.115
H -1.4925 4.4080 0.7653 0.125
H 0.0262 3.7769 0.1022 0.118
H -3.0475 2.1061 1.2913 0.119
H -3.5379 3.2839 0.0450 0.133
H -4.6731 1.1324 -0.3663 0.131
H -3.1038 0.2720 -0.3539 0.105
H -2.1651 1.8295 -3.4172 0.131
H -1.6163 0.6750 -2.1709 0.101
H -0.4483 2.8342 -1.8669 0.114
H -2.0040 3.7063 -1.8348 0.133
```

The HOMO energy is -9.2 eV. As for the SMILES: CC[C@H](C)[C@H](NS(=O)(=O)c1ccc(C)cc1)C(=O)NCCCN1CCOCC1. The gap between HOMO and LUMO is 0.3612 Eh. The molecular weight comes out at 411.57 g/mol. The LUMO energy comes out at 0.6 eV.

Stability, lowest: B

A:
The following is a DFT calculation (wB97M-V/def2-TZVPD) of a molecular structure, C2H3IN2.

Structure (XYZ):
```
8
Properties=species:S:1:pos:R:3:lowdin_charge:R:1
C -0.4930 1.3091 -1.4677 -0.483
C 0.5434 -0.3189 0.1427 -0.511
N -0.3938 2.4447 -1.5988 0.126
N -0.7706 0.1013 -1.0924 0.004
I 0.1417 -2.3304 0.7848 0.746
H 1.3998 -0.2509 -0.4934 0.013
H 0.7527 0.4587 0.7781 0.003
H -1.0141 -0.6558 -1.7460 0.102
```

The HOMO energy is -9.8 eV. The gap between HOMO and LUMO is 0.3489 Eh. The molecular weight comes out at 181.96 g/mol. The LUMO energy comes out at -0.3 eV.

B:
The following is a DFT calculation (wB97M-V/def2-TZVPD) of a molecular structure, C2H3IN2.

Structure (XYZ):
```
8
Properties=species:S:1:pos:R:3:lowdin_charge:R:1
C 0.0655 0.4618 0.1474 -0.368
C -0.4978 -0.8328 -0.1142 -0.364
N 0.5520 1.0706 -0.8513 0.120
N -0.1966 -1.9540 -0.4227 0.233
I -3.0524 0.1103 -0.0423 0.157
H -0.1449 1.0666 1.0086 0.093
H 0.7794 2.0172 -0.4896 0.076
H -0.7619 -2.6752 -0.6523 0.053
```

The HOMO energy (alpha / beta) is -9.1 / -9.1 eV. The gap between HOMO and LUMO (alpha / beta) is 0.2834 / 0.2834 Eh. The molecular weight comes out at 181.96 g/mol. The LUMO energy (alpha / beta) comes out at -1.3 / -1.3 eV.

C:
The following is a DFT calculation (wB97M-V/def2-TZVPD) of 2 unconnected molecules or ions with the total composition C2H3IN2.

Structure (XYZ):
```
8
Properties=species:S:1:pos:R:3:lowdin_charge:R:1
C 1.4256 -0.5125 -0.7676 -0.661
C 0.1822 -0.0124 -0.0976 -0.305
N 1.7013 -2.2568 0.2396 -0.062
N 1.9747 -3.3249 0.3380 0.149
I 3.1831 0.4223 -0.1429 0.705
H -0.5211 0.2703 -0.7896 0.033
H 0.2516 0.6355 0.7818 0.056
H -0.2927 -0.9927 0.2303 0.084
```

The HOMO energy is -8.4 eV. The gap between HOMO and LUMO is 0.2947 Eh. The molecular weight comes out at 181.96 g/mol. The LUMO energy comes out at -0.4 eV.

Stability, lowest: C